1.
Computed, not measured: C11H18N2OP as an isolated structure in a non-equilibrium geometry, with ωB97M-V with the def2-TZVPD basis set.

```
! wB97M-V def2-TZVPD RIJCOSX def2/J DEFGRID3
* xyz 1 1
H -5.254 0.313 -0.810
H 1.816 -3.389 -0.613
C 0.654 2.260 -0.184
H 3.440 2.050 0.892
C 2.274 0.367 0.543
H 1.079 -2.074 -1.695
H 2.912 -1.885 -1.116
H 1.377 3.032 0.180
H 2.421 -2.088 1.337
C 3.502 1.048 0.993
C -2.885 1.120 1.083
H -0.871 -2.409 1.990
N 0.196 -0.070 -0.265
H -0.279 2.316 0.316
H 0.299 0.413 -2.362
C -0.466 -2.045 0.930
C 1.869 -2.303 -0.968
H -2.690 1.878 1.933
C -3.189 -0.545 -0.409
H 3.719 0.606 2.007
N 1.153 0.880 0.073
C -2.211 0.063 0.392
H -0.484 -1.100 -1.856
C -0.849 -0.505 0.721
C -0.379 -0.038 -1.619
H 0.405 2.298 -1.264
C -4.314 0.320 -0.331
O -4.049 1.272 0.547
H 4.370 0.545 0.351
H -3.015 -1.192 -1.240
P 1.286 -1.552 0.615
H -1.308 0.363 -1.807
H -0.529 0.050 1.637
*
```

Results
LUMO level (alpha / beta)   -0.1426 / -0.1426 Ha
Total energy   -955.520342 Ha
Strongest force on any atom   5.6 eV/Å
Highest occupied orbital energy (alpha / beta)   -0.40910 / -0.40913 hartree

Mulliken atomic charge list, values in e, 4 entries:
1. H 0.48
2. H 0.42
3. C -0.73
4. H 0.38


2.
Computed, not measured: an isolated ion of composition C11H18N3O and charge +1 in a non-equilibrium geometry, with ωB97M-V with the def2-TZVPD basis set.

```
! wB97M-V def2-TZVPD RIJCOSX def2/J DEFGRID3
* xyz 1 1
H -3.192 -0.078 2.440
H -1.740 -1.450 -3.067
C -2.886 -0.200 1.378
H -2.019 1.400 -0.312
H -1.115 -1.403 1.577
H -3.508 -1.029 0.837
H -2.264 -1.255 -0.761
C 1.499 -1.115 -0.156
N -1.076 1.141 -0.533
C -1.178 -1.153 -0.901
C 1.399 1.296 -0.145
H 3.289 -0.608 0.590
H 3.708 -0.012 -2.244
H -0.915 0.621 3.512
O 1.327 3.162 1.425
H -0.872 1.720 2.191
H -0.086 -0.702 -2.762
C -1.095 -0.873 -2.429
C 3.281 0.254 -1.298
C 2.461 1.331 -1.178
H -3.085 0.778 0.953
N 1.559 2.258 0.695
N -0.765 -0.044 0.037
H -1.568 0.055 -2.778
C 2.954 -0.897 -0.418
H 3.473 -1.777 -0.691
C -1.392 -0.308 1.391
C 0.738 -0.031 0.107
H 0.377 0.351 2.539
H 2.762 2.248 -1.631
C -0.702 0.617 2.377
H -0.593 -2.182 -0.812
H 1.223 -2.116 0.066
*
```

Results
LUMO level (alpha / beta)   -0.1167 / -0.2139 Ha
Total energy   -668.858884 Ha
Strongest force on any atom   3.9 eV/Å
Highest occupied orbital energy (alpha / beta)   -0.44110 / -0.42463 hartree

Mulliken atomic charge list, values in e, 4 entries:
1. H 0.41
2. H 0.44
3. C -1.16
4. H 0.21


3.
Computed, not measured: a 2-piece molecular cluster, C11H18O overall in a non-equilibrium geometry, with ωB97M-V with the def2-TZVPD basis set.

```
! wB97M-V def2-TZVPD RIJCOSX def2/J DEFGRID3
* xyz 0 1
H -0.776 -2.014 -0.876
H -2.330 1.283 3.975
H 0.929 -3.927 -0.347
H -2.494 -1.409 1.872
H -0.632 1.732 3.648
H 2.578 -3.293 -0.354
H -1.220 0.421 -1.091
C 1.563 -3.237 -0.894
C -1.570 0.620 2.040
O 0.817 2.276 -1.461
H -1.213 0.005 4.047
C -1.864 1.946 1.302
C 0.034 -1.304 -1.052
H 3.396 -1.309 -1.713
C -2.764 -0.368 1.899
H -0.902 2.489 1.305
H -3.538 -0.108 2.653
H 2.000 -3.742 -1.784
H -3.332 -0.050 1.001
H -0.671 0.117 1.621
C 0.899 0.923 -1.387
H -0.094 2.579 -1.412
H -2.701 2.472 1.780
C 2.382 -0.948 -1.519
H -2.189 1.741 0.275
C -0.176 0.097 -1.234
H 2.923 1.131 -1.900
C 1.304 -1.805 -1.240
C 2.188 0.402 -1.593
C -1.383 0.972 3.507
*
```

Results
LUMO level   0.0313 Ha
Total energy   -505.142752 Ha
Strongest force on any atom   4.5 eV/Å
Highest occupied orbital energy   -0.30460 hartree

Mulliken atomic charge list, values in e, 4 entries:
1. H 0.40
2. H 0.35
3. H 0.38
4. H 0.32


4.
Computed, not measured: a 2-piece molecular cluster, C11H18O overall in a non-equilibrium geometry, with ωB97M-V with the def2-TZVPD basis set.

```
! wB97M-V def2-TZVPD RIJCOSX def2/J DEFGRID3
* xyz 1 2
H 0.167 1.634 2.243
H 2.739 1.560 2.587
H 0.637 -2.067 0.927
C -0.468 -1.724 -2.289
H -0.169 -1.974 -3.300
C 0.524 1.781 1.225
H -1.762 -2.144 1.348
C 1.812 -2.390 -1.487
C -2.205 -1.319 -0.673
C 1.562 2.902 1.298
C 0.964 4.105 2.018
H -0.317 2.084 0.584
C -1.388 -1.817 0.386
H -2.406 -1.163 -2.853
H 0.772 0.812 0.783
C 2.882 2.434 1.968
C -1.754 -1.379 -2.019
H 3.607 2.271 1.176
H 2.298 -1.802 -2.270
O -3.362 -0.824 -0.333
C -0.073 -1.972 0.116
H 2.502 -2.345 -0.658
C 0.451 -1.871 -1.216
H 1.785 -3.425 -1.818
H 0.898 3.897 3.086
H 1.623 4.965 1.930
H 1.833 3.164 0.268
H -0.007 4.389 1.613
H 3.326 3.264 2.528
H -3.936 -0.622 -1.089
*
```

Results
LUMO level (alpha / beta)   -0.1460 / -0.2724 Ha
Total energy   -504.862960 Ha
Strongest force on any atom   1.7 eV/Å
Highest occupied orbital energy (alpha / beta)   -0.49477 / -0.49478 hartree

Mulliken atomic charge list, values in e, 4 entries:
1. H 0.36
2. H 0.33
3. H 0.37
4. C -0.63


5.
Computed, not measured: C11H18Si as an isolated structure in a non-equilibrium geometry, with ωB97M-V with the def2-TZVPD basis set.

```
! wB97M-V def2-TZVPD RIJCOSX def2/J DEFGRID3
* xyz 0 1
H 1.717 1.360 -1.290
H -3.970 1.549 0.165
H -1.635 3.058 -0.353
H 5.073 0.514 0.584
H -0.852 -1.284 -2.479
H -3.632 -0.088 0.595
C 1.960 0.809 1.024
C 0.918 -0.328 0.003
H -3.747 0.486 -1.044
H 4.764 -0.952 -0.383
C 3.027 0.061 0.065
C 1.877 0.608 -0.614
C 4.482 0.101 -0.243
Si -0.889 -0.727 0.060
H -1.796 1.148 1.292
C 2.072 -0.714 0.897
H -0.905 2.068 -1.511
H 2.095 -1.418 1.670
H -2.483 -1.560 -1.881
C -1.795 0.878 0.215
C -3.361 0.698 -0.050
H -0.308 -2.458 1.689
C -1.142 2.121 -0.428
H -0.509 -0.973 2.421
H -1.183 -2.572 -1.306
H -1.887 -2.040 2.020
C -1.350 -1.583 -1.538
C -0.957 -1.627 1.718
H -0.132 2.214 -0.087
H 4.547 0.649 -1.211
*
```

Results
LUMO level   0.0296 Ha
Total energy   -719.223399 Ha
Strongest force on any atom   3.6 eV/Å
Highest occupied orbital energy   -0.31317 hartree

Mulliken atomic charge list, values in e, 4 entries:
1. H 0.57
2. H 0.42
3. H 0.44
4. H 0.31


6.
Computed, not measured: C11H19BiO2 as an isolated structure in a non-equilibrium geometry, with ωB97M-V with the def2-TZVPD basis set.

```
! wB97M-V def2-TZVPD RIJCOSX def2/J DEFGRID3
* xyz 2 1
H 1.539 1.765 2.330
H -0.093 -1.082 -3.506
C -0.819 1.593 -1.517
C 0.700 1.396 1.767
H 2.726 0.612 -0.798
C 0.085 0.940 -2.475
H -2.342 -0.111 2.770
O 1.142 1.227 0.365
C -1.990 0.748 -1.346
C -2.116 0.048 1.727
Bi -0.078 -0.423 -0.574
C 1.390 -2.004 -0.639
H -0.147 0.212 3.331
H -0.627 2.527 -1.008
H -2.799 -0.512 1.103
C 2.563 0.934 0.224
H -2.081 1.118 1.465
C -1.825 -0.439 -2.178
H 1.652 -2.147 -1.678
O -0.809 -0.543 1.531
H 1.046 1.317 -2.812
C 0.265 0.064 2.348
H -2.836 0.953 -0.704
C 0.084 -2.545 -0.161
H 1.060 -0.670 2.365
H 3.048 1.884 0.406
H 2.854 0.163 0.951
H -0.049 -2.708 0.890
H -0.566 -3.037 -0.863
H 2.162 -1.807 0.077
H -2.513 -1.273 -2.239
C -0.534 -0.330 -2.868
H -0.091 2.132 1.714
*
```

Results
LUMO level (alpha / beta)   -0.3279 / -0.3363 Ha
Total energy   -794.690883 Ha
Strongest force on any atom   4.5 eV/Å
Highest occupied orbital energy (alpha / beta)   -0.56678 / -0.56720 hartree

Mulliken atomic charge list, values in e, 4 entries:
1. H 0.47
2. H 0.59
3. C -0.33
4. C -0.41